(w)
Density functional theory data (ωB97M-V with the def2-TZVPD basis set) for a 10-piece molecular cluster, C30H70N10O10 overall.

Positions of all 120 atoms, in Å:
C  19.2020  -17.3830  23.6865
N  18.9640  -16.5853  22.5026
C  17.9865  -15.5117  22.7385
C  19.6462  -16.5965  21.3175
O  19.4669  -15.8939  20.2984
H  19.8433  -18.1805  23.3111
H  18.3180  -17.9455  23.9868
H  19.6458  -16.8188  24.5068
H  17.5912  -15.1338  21.7956
H  17.2138  -15.9802  23.3481
H  18.3725  -14.7185  23.3788
H  20.3261  -17.4400  21.1215
C  17.4359  -18.3317  28.0416
N  15.9902  -18.4206  27.5687
C  15.0220  -18.9755  28.6101
C  15.8615  -18.1951  26.2560
O  14.8492  -18.5825  25.6470
H  17.6742  -19.2927  28.4972
H  17.4891  -17.4941  28.7372
H  18.0498  -18.3401  27.1410
H  15.5691  -19.7986  29.0696
H  14.7983  -18.2075  29.3505
H  14.1037  -19.1930  28.0646
H  16.6998  -17.6670  25.7759
C  20.9382  -13.3031  27.1158
N  20.2356  -14.5925  27.1208
C  20.6836  -15.5481  28.1592
C  19.0067  -14.6201  26.5213
O  18.2298  -15.6115  26.6199
H  20.4998  -12.3265  26.9108
H  21.9179  -13.2599  26.6400
H  21.2096  -13.2483  28.1701
H  20.8972  -15.1230  29.1399
H  20.0033  -16.3893  28.2928
H  21.6802  -15.8211  27.8124
H  18.7704  -13.6148  26.1396
C  24.0853  -18.9529  24.8093
N  23.2663  -18.6284  25.9811
C  24.1172  -18.1319  27.0921
C  21.9565  -18.9449  26.0874
O  21.2537  -18.5729  26.9962
H  24.8159  -19.7313  25.0294
H  24.4524  -18.0270  24.3665
H  23.3463  -19.1567  24.0344
H  24.3802  -17.0832  26.9540
H  23.5895  -18.3007  28.0308
H  25.0583  -18.6675  27.2176
H  21.6198  -19.5019  25.1993
C  24.6344  -20.0853  19.1360
N  24.5405  -19.9902  20.6225
C  23.6379  -18.8938  21.0496
C  25.3345  -20.5445  21.5486
O  26.4057  -21.0929  21.2778
H  25.1078  -20.9753  18.7213
H  25.1128  -19.2441  18.6344
H  23.6685  -20.3052  18.6813
H  24.0926  -17.9714  20.6882
H  22.7273  -18.9821  20.4570
H  23.4818  -18.6699  22.1049
H  25.0459  -20.3159  22.5862
C  15.7263  -13.3671  25.0022
N  15.2472  -12.0035  24.5749
C  13.8031  -11.7789  24.9606
C  15.9059  -11.2588  23.6115
O  15.3024  -10.2649  23.1427
H  16.2755  -13.4344  25.9413
H  16.3947  -13.9753  24.3928
H  15.0019  -14.1666  25.1572
H  13.6897  -11.3923  25.9734
H  13.3529  -10.9099  24.4807
H  13.1433  -12.6422  24.8734
H  16.8652  -11.5930  23.1869
C  21.1531  -16.6793  16.5100
N  20.2322  -15.6403  15.9743
C  20.7033  -14.8596  14.8063
C  19.1931  -15.2791  16.7287
O  18.4816  -14.3219  16.4191
H  21.7820  -17.0589  15.7047
H  20.4587  -17.4596  16.8217
H  21.6303  -16.3969  17.4484
H  21.6329  -14.4102  15.1555
H  20.8749  -15.5184  13.9550
H  19.9838  -14.1024  14.4948
H  19.1115  -15.9780  17.5755
C  16.8830  -12.3057  20.5023
N  15.7518  -13.0712  19.9899
C  14.5603  -13.4555  20.7114
C  15.9590  -13.5483  18.7490
O  15.1276  -14.2534  18.1629
H  17.5606  -11.8961  19.7533
H  17.5798  -12.5408  21.3068
H  16.5120  -11.4035  20.9886
H  14.0765  -12.4896  20.8562
H  13.8793  -14.1630  20.2382
H  14.7974  -13.8527  21.6984
H  16.8391  -13.1319  18.2350
C  11.9781  -14.4885  22.7791
N  12.4820  -15.6981  23.4097
C  13.8490  -15.9881  23.0900
C  11.7991  -16.4581  24.2575
O  10.7545  -16.2016  24.8338
H  11.8621  -13.6112  23.4155
H  10.9560  -14.6394  22.4320
H  12.5141  -14.2524  21.8598
H  14.2279  -16.9636  23.3946
H  14.0298  -16.0268  22.0158
H  14.5780  -15.2949  23.5098
H  12.4418  -17.3147  24.5133
C  20.1406  -13.1565  19.1490
N  20.7051  -12.1716  20.0065
C  20.7627  -12.5577  21.4165
C  21.0403  -10.9527  19.5943
O  21.3630  -10.1170  20.3917
H  20.3376  -13.0289  18.0845
H  19.0604  -13.2990  19.1792
H  20.6316  -14.1015  19.3814
H  21.5021  -13.3457  21.5598
H  21.0220  -11.7080  22.0481
H  19.8215  -13.0117  21.7268
H  21.1605  -10.8782  18.5024

Computed properties:
SMILES: CN(C)C=O.CN(C)C=O.CN(C)C=O.CN(C)C=O.CN(C)C=O.CN(C)C=O.CN(C)C=O.CN(C)C=O.CN(C)C=O.CN(C)C=O
HOMO level: -0.330 hartree
Orbital gap: 8.7 eV
LUMO: -0.30 eV
Total charge: 0

Mulliken atomic charge list, values in e, 99 entries:
1. C -0.818
2. N 0.361
3. C -0.419
4. C 0.038
5. O -0.550
6. H 0.378
7. H 0.219
8. H 0.218
9. H 0.087
10. H 0.022
11. H 0.138
12. H 0.260
13. C -0.980
14. N 0.126
15. C -0.861
16. C 0.603
17. O -0.681
18. H 0.491
19. H 0.265
20. H 0.202
21. H 0.269
22. H 0.284
23. H 0.353
24. H -0.061
25. C -1.064
26. N 0.144
27. C -0.960
28. C 0.286
29. O -0.496
30. H 0.395
31. H 0.327
32. H 0.344
33. H 0.342
34. H 0.153
35. H 0.447
36. H 0.150
37. C -0.858
38. N 0.127
39. C -1.069
40. C 0.128
41. O -0.577
42. H 0.401
43. H 0.424
44. H 0.028
45. H 0.292
46. H 0.353
47. H 0.370
48. H 0.376
49. C -0.999
50. N 0.092
51. C -0.708
52. C 0.370
53. O -0.610
54. H 0.355
55. H 0.346
56. H 0.364
57. H 0.382
58. H 0.303
59. H -0.002
60. H 0.115
61. C -0.674
62. N 0.142
63. C -0.918
64. C 0.142
65. O -0.637
66. H 0.420
67. H -0.192
68. H 0.395
69. H 0.347
70. H 0.386
71. H 0.185
72. H 0.430
73. C -1.026
74. N 0.087
75. C -0.969
76. C 0.333
77. O -0.644
78. H 0.318
79. H 0.406
80. H 0.325
81. H 0.357
82. H 0.323
83. H 0.309
84. H 0.198
85. C -0.869
86. N 0.162
87. C -0.759
88. C 0.078
89. O -0.658
90. H 0.408
91. H -0.100
92. H 0.476
93. H 0.376
94. H 0.400
95. H 0.051
96. H 0.433
97. C -0.791
98. N 0.188
99. C -0.917

***

(x)
Density functional theory data (ωB97M-V with the def2-TZVPD basis set) for C30H70N10O10 as an isolated structure.

Positions of all 120 atoms, in Å:
C  6.0120  2.5707  2.9624
C  4.6935  3.3125  2.8766
O  4.4839  4.2110  3.7290
N  3.8161  3.2166  1.8637
C  4.0108  2.4514  0.5978
H  5.9953  1.6286  2.4145
H  6.3282  2.2110  3.9416
H  6.8731  3.0799  2.5296
H  2.9834  3.7878  1.8855
H  3.1961  2.3682  -0.1215
H  4.3538  1.4239  0.7186
H  4.8581  2.8979  0.0773
C  0.1553  0.1790  -3.2004
C  0.6697  0.1279  -4.6701
O  0.0148  0.5784  -5.5734
N  1.9166  -0.3244  -4.8764
C  2.5984  -0.2793  -6.1437
H  0.8619  -0.2698  -2.5022
H  -0.7873  -0.3572  -3.0906
H  -0.0888  1.2002  -2.9079
H  2.2840  -0.8925  -4.1266
H  2.2940  -1.1371  -6.7434
H  3.6839  -0.1868  -6.1110
H  2.3723  0.5931  -6.7568
C  1.5085  3.7940  -1.0337
C  0.5469  3.9490  0.1846
O  -0.4787  3.3215  0.2685
N  0.8249  4.9123  1.0803
C  0.0161  5.2839  2.2036
H  1.7062  4.7798  -1.4545
H  1.1002  3.0591  -1.7276
H  2.3817  3.2350  -0.6975
H  1.6875  5.4068  0.9024
H  -1.0181  4.9478  2.1289
H  -0.0485  6.3718  2.1863
H  0.3682  4.9339  3.1739
C  -1.1271  -1.3123  0.4625
C  -0.1695  -0.6011  -0.4620
O  -0.1835  -0.8445  -1.6436
N  0.6971  0.2084  0.0806
C  1.5336  1.1321  -0.6176
H  -1.3786  -2.3105  0.1040
H  -2.0224  -0.6942  0.5292
H  -0.6289  -1.4011  1.4279
H  0.8093  0.1210  1.0805
H  0.8779  1.9640  -0.8748
H  1.8315  0.6492  -1.5482
H  2.3322  1.5185  0.0156
C  -1.5331  0.8988  -0.9600
C  -2.5676  1.9489  -1.2634
O  -2.6712  2.9605  -0.5905
N  -3.3010  1.8649  -2.3962
C  -4.2446  2.9158  -2.9876
H  -1.9766  -0.0075  -1.3723
H  -1.5186  0.6724  0.1061
H  -0.6285  1.2611  -1.4486
H  -3.1179  1.0761  -2.9998
H  -4.2159  3.6766  -2.2076
H  -5.2884  2.6268  -3.1106
H  -3.9215  3.2813  -3.9624
C  2.5992  -2.9163  -0.0086
C  3.7683  -1.9523  0.3597
O  4.6993  -2.5425  0.7737
N  3.7395  -0.6091  0.2068
C  4.9301  0.1826  0.3208
H  1.8489  -2.4574  -0.6524
H  2.1007  -3.2165  0.9131
H  2.9147  -3.8836  -0.3996
H  2.8045  -0.2878  0.0005
H  4.6869  0.9171  -0.4470
H  5.8930  -0.2140  -0.0011
H  4.8668  0.5089  1.3589
C  -1.2982  -4.0310  2.5341
C  -0.3762  -3.5281  1.5345
O  0.4213  -2.6406  1.7558
N  -0.4973  -4.1473  0.3702
C  0.2454  -3.8301  -0.8999
H  -1.5092  -3.0794  3.0219
H  -0.9535  -4.6948  3.3270
H  -2.1956  -4.3873  2.0283
H  -0.9098  -5.0658  0.4504
H  -0.5129  -3.9020  -1.6795
H  0.8851  -4.7108  -0.9575
H  0.7726  -2.8762  -0.8871
C  -0.0967  -1.0931  3.8336
C  -0.0326  0.2019  2.9304
O  0.9631  0.5110  2.2607
N  -1.1353  0.8982  2.9677
C  -1.3343  2.0664  2.1473
H  -0.4443  -0.8398  4.8351
H  0.9423  -1.3793  3.9968
H  -0.6279  -1.9117  3.3479
H  -1.9320  0.3977  3.3350
H  -2.3822  2.2373  1.9007
H  -0.7985  2.1070  1.1989
H  -0.9298  2.9160  2.6975
C  -5.2778  0.4212  3.2603
C  -3.9064  -0.2449  3.1936
O  -2.8579  0.2207  3.7383
N  -3.7266  -1.2961  2.5164
C  -2.5929  -2.1480  2.4894
H  -5.4684  0.5565  4.3249
H  -6.0249  -0.1685  2.7292
H  -5.2824  1.4576  2.9224
H  -4.5542  -1.7264  2.1291
H  -1.7676  -1.6870  1.9469
H  -2.8284  -3.1872  2.2598
H  -2.1215  -2.0896  3.4705
C  -1.5743  -2.1520  -2.1757
C  -2.2587  -3.2422  -2.9044
O  -1.6250  -3.8022  -3.7853
N  -3.4836  -3.6253  -2.5311
C  -4.1843  -4.7125  -3.1960
H  -2.1794  -1.3547  -1.7439
H  -0.8452  -1.6273  -2.7931
H  -1.0054  -2.4651  -1.3002
H  -4.0418  -2.8697  -2.1601
H  -3.5726  -5.3709  -3.8128
H  -4.9231  -4.2829  -3.8725
H  -4.7738  -5.3418  -2.5292

Computed properties:
HOMO level: -0.274 hartree
Orbital gap: 7.2 eV
LUMO: -0.24 eV
Total charge: 0

Mulliken atomic charge list, values in e, 99 entries:
1. C -0.838
2. C 0.626
3. O -0.708
4. N 0.256
5. C -0.038
6. H 0.230
7. H 0.352
8. H 0.260
9. H 0.052
10. H 1.392
11. H -0.558
12. H 0.595
13. C 1.686
14. C -0.136
15. O -0.702
16. N -0.065
17. C -0.999
18. H -1.014
19. H -0.073
20. H 0.425
21. H 0.177
22. H 0.324
23. H 0.360
24. H 0.327
25. C -2.166
26. C 0.753
27. O -0.214
28. N -0.172
29. C -1.071
30. H 0.634
31. H 0.599
32. H 0.744
33. H 0.354
34. H 0.329
35. H 0.427
36. H 0.315
37. C 0.280
38. C 0.201
39. O -1.109
40. N 1.129
41. C -0.647
42. H 0.837
43. H -0.292
44. H -2.040
45. H 0.015
46. H -1.375
47. H 1.041
48. H -0.752
49. C 2.101
50. C -0.396
51. O -0.665
52. N -0.233
53. C -0.979
54. H -0.597
55. H -0.985
56. H -1.286
57. H 0.179
58. H 0.378
59. H 0.309
60. H 0.287
61. C -0.042
62. C 0.252
63. O -0.668
64. N 0.081
65. C -1.880
66. H 0.093
67. H 0.132
68. H 0.560
69. H -0.232
70. H 0.565
71. H 0.376
72. H 0.504
73. C -0.763
74. C 1.045
75. O -0.462
76. N -0.034
77. C -1.383
78. H -0.127
79. H 0.354
80. H 0.515
81. H 0.309
82. H 0.577
83. H 0.498
84. H 0.473
85. C -1.723
86. C 0.853
87. O -0.726
88. N 0.028
89. C -0.162
90. H 0.346
91. H 0.446
92. H 0.008
93. H 0.670
94. H -0.073
95. H -0.403
96. H 0.341
97. C -1.248
98. C 0.632
99. O -0.699

***

Which of them is the most stable? Correct choice: (w).